14
Properties=species:S:1:pos:R:3:lowdin_charge:R:1 method="wB97M-V/def2-TZVPD" gap_ev=12.2 total_charge=+1 de_lowest_ev=1.457 total_energy_ev=-8818.4950
C -0.9329 -1.2822 -1.4430 -0.117
C -0.0258 -0.6486 -2.1674 0.089
N -1.2635 -0.7155 -0.1127 0.186
H -1.5585 -2.1024 -1.7559 0.122
H 0.2967 -0.9940 -3.1370 0.087
H 0.4050 0.2661 -1.7783 0.077
H -0.5280 -1.0160 0.5399 0.139
H -1.2172 0.3210 -0.0687 0.135
H -2.1775 -1.0051 0.2364 0.175
O -0.0209 1.6438 0.7931 0.082
C 1.0409 1.2533 1.1599 -0.325
O 1.2312 -0.0551 1.5114 0.058
H 1.9472 1.8664 1.2072 0.159
H 1.9040 -0.0283 2.2142 0.132